The following is a DFT calculation (wB97M-V/def2-TZVPD) of a molecular structure, C25H32AuN5OSSe.

## Properties
- 2S+1 = 1
- E_LUMO (eV) = -7.057
- total charge = +2
- HOMO energy (eV) = -14.00
- calculated total energy (eV) = -115802.8346
- energy above the lowest of the compared OMol25 structures with the same formula, charge and spin (kJ/mol) = 0.00
- frontier orbital gap (hartree) = 0.2551

Last column: natural (NBO) charge in e.
Positions of all 66 atoms, in Å:
Au: 0.952 1.121 0.039  1.011
C: 3.464 -2.459 1.423  -0.412
N: 3.115 -1.517 2.491  -0.307
C: 2.885 -1.860 3.800  -0.044
C: 2.639 -0.712 4.476  -0.038
N: 2.725 0.315 3.568  -0.314
C: 2.554 1.733 3.875  -0.408
C: 3.013 -0.187 2.357  0.230
Se: 3.295 0.802 0.784  -0.005
H: 3.573 -3.443 1.869  0.232
H: 4.405 -2.159 0.969  0.238
H: 2.679 -2.469 0.672  0.243
H: 2.926 -2.879 4.140  0.257
H: 2.422 -0.541 5.516  0.255
H: 2.292 1.822 4.925  0.236
H: 1.761 2.150 3.257  0.223
H: 3.480 2.266 3.679  0.242
C: -2.898 2.616 -3.411  -0.413
N: -1.955 1.513 -3.440  -0.363
C: -1.794 0.684 -4.641  -0.221
C: -0.795 -0.395 -4.188  -0.228
N: -0.368 0.114 -2.879  -0.580
C: -1.136 1.133 -2.477  0.359
S: -1.104 1.861 -0.921  -0.175
H: -2.755 3.234 -4.297  0.227
H: -2.730 3.221 -2.524  0.233
H: -3.920 2.239 -3.400  0.227
H: -1.408 1.296 -5.457  0.223
H: -2.755 0.270 -4.942  0.229
H: 0.052 -0.482 -4.863  0.231
H: -1.265 -1.373 -4.080  0.217
H: 0.134 -0.448 -2.209  0.431
C: 0.070 5.185 0.961  -0.733
C: 1.039 4.486 0.063  0.700
C: 1.634 5.193 -1.109  -0.732
O: 1.339 3.313 0.285  -0.688
H: -0.096 6.221 0.683  0.247
H: 0.441 5.138 1.987  0.263
H: -0.877 4.640 0.939  0.257
H: 1.529 6.272 -1.051  0.248
H: 1.106 4.838 -2.000  0.262
H: 2.680 4.910 -1.221  0.262
N: 0.853 -0.879 -0.025  -0.605
C: -0.251 -1.506 0.106  0.341
C: -1.549 -1.014 0.618  -0.085
C: -2.726 -1.338 -0.051  -0.208
C: -3.939 -0.863 0.422  -0.198
C: -3.984 -0.108 1.588  -0.176
C: -2.815 0.174 2.283  -0.191
C: -1.598 -0.270 1.794  -0.233
C: -0.151 -2.954 -0.249  -0.063
C: 0.598 -3.350 -1.358  -0.211
C: 0.698 -4.693 -1.680  -0.206
C: 0.065 -5.644 -0.890  -0.170
C: -0.678 -5.252 0.217  -0.184
C: -0.795 -3.909 0.535  -0.218
H: -2.691 -1.964 -0.934  0.225
H: -4.855 -1.107 -0.100  0.235
H: -4.935 0.238 1.969  0.237
H: -2.856 0.734 3.208  0.230
H: -0.683 -0.064 2.339  0.209
H: 1.090 -2.602 -1.967  0.211
H: 1.265 -5.000 -2.549  0.234
H: 0.144 -6.693 -1.142  0.237
H: -1.173 -5.995 0.827  0.235
H: -1.382 -3.603 1.391  0.229